[1]
Entry from the OMol25 dataset: a single C8H18N2OS molecule in a non-equilibrium geometry (the ωB97M-V functional and the def2-TZVPD basis).

Summary:
Max |F| ... 0.11270 Eh/bohr
Kohn-Sham gap (alpha / beta) ... 5.21 / 7.28 eV
Relative energy (zero: lowest compared OMol25 entry of this formula, charge and spin) ... 76.2 kcal/mol
HOMO level (alpha / beta) ... -7.20 / -8.06 eV

The geometry in ORCA input format:
```
! RIJCOSX wB97M-V def2-TZVPD def2/J DEFGRID3
* xyz 0 1
C 0.29378 0.37584 1.40831
C -0.39166 -0.13861 0.21102
C -2.39452 1.11693 0.77969
C -0.90829 2.15240 -0.79454
C 0.47285 -1.50690 -1.69893
C 0.33334 -2.64041 0.51015
C -1.46019 0.74668 -0.41521
C -0.27738 -1.49890 -0.32123
N 1.68182 0.11702 1.44334
N 2.36865 1.66940 -0.75115
O 3.22410 -0.60559 -0.45305
S 2.98785 0.65077 0.24082
H 0.21148 1.36154 1.68786
H 0.06768 -0.08981 2.37057
H -3.32102 1.49285 0.33245
H -1.98129 1.75518 1.56867
H -2.81380 0.29360 1.26620
H -1.36856 2.41758 -1.79653
H 0.26814 2.08483 -0.87598
H -1.16119 3.03871 -0.27750
H 1.55894 -1.13546 -1.39660
H -0.03433 -0.81801 -2.30358
H 0.36470 -2.39564 -2.23085
H -0.25927 -3.45087 0.49588
H 0.36814 -2.44079 1.67737
H 1.38596 -2.98751 0.21408
H -2.08316 0.38111 -1.13749
H -1.25530 -1.66899 -0.69569
H 1.91827 -0.82692 1.20017
H 2.20425 2.54999 -0.25826
*
```

=====

[2]
Entry from the OMol25 dataset: a molecular structure, C24H31N8O2S2Ti (the ωB97M-V functional and the def2-TZVPD basis).

Summary:
Max |F| ... 0.01361 Eh/bohr
Kohn-Sham gap ... 4.41 eV
Relative energy (zero: lowest compared OMol25 entry of this formula, charge and spin) ... 2.6 kcal/mol
HOMO level ... -15.10 eV

The geometry in ORCA input format:
```
! RIJCOSX wB97M-V def2-TZVPD def2/J DEFGRID3
* xyz 3 1
Ti 0.17794 -0.45401 0.78632
C -2.32292 -1.01735 4.22109
C -1.69982 -0.53431 2.97116
N -1.31980 -1.28211 1.99257
C -1.73362 -2.67789 1.78304
C -1.82529 -2.79062 0.26998
N -0.60121 -2.16467 -0.33571
C 0.57152 -3.09109 -0.32102
C 1.68507 -2.40473 -1.08570
N 1.82959 -0.99148 -0.61196
C 1.98194 0.00375 -1.70848
C 0.61452 0.48119 -2.16078
N -0.14235 0.81104 -0.94252
C -0.77413 1.92150 -0.79808
C -0.99545 2.96051 -1.84046
C -1.32317 2.11422 0.58562
C -2.00500 3.21059 1.09012
C -2.47244 3.14364 2.39813
C -2.31988 1.97485 3.14915
C -1.64812 0.91925 2.57153
N -1.13215 1.04161 1.34283
H -1.77510 -1.88615 4.58831
H -3.35625 -1.32828 4.02896
H -2.33660 -0.24864 4.98980
H -2.70712 -2.85752 2.23911
H -1.02060 -3.37007 2.21793
H -2.68977 -2.24153 -0.10120
H -1.91436 -3.82840 -0.05163
H -0.81787 -1.97639 -1.31313
H 0.31968 -4.04100 -0.79517
H 0.84107 -3.28733 0.71933
H 1.45171 -2.39103 -2.15192
H 2.62360 -2.94413 -0.96767
H 2.66822 -0.94641 -0.04304
H 2.54405 -0.41681 -2.54303
H 2.54655 0.84575 -1.31123
H 0.08013 -0.29477 -2.71524
H 0.72746 1.33616 -2.82339
H -0.99729 2.54398 -2.84379
H -0.21031 3.72212 -1.78515
H -1.94663 3.46544 -1.68044
H -2.18289 4.09013 0.48731
H -3.00699 3.98441 2.82128
H -2.74679 1.89516 4.13964
N 6.97636 -3.90222 4.68237
C 5.77372 -3.39948 4.37359
C 5.05652 -3.88832 3.25167
C 3.80650 -3.41610 2.96864
C 3.23739 -2.41277 3.77343
C 3.94539 -1.90227 4.87410
C 5.19654 -2.37845 5.15980
S 1.61763 -1.95392 3.55088
O 1.19381 -1.06041 4.58942
O 0.79393 -3.06392 3.16509
N 1.60227 -1.00351 2.11445
C 2.08217 0.28574 2.19104
S 3.21956 1.04666 3.21172
C 2.98791 2.51412 2.32590
C 2.08567 2.36082 1.33969
N 1.57203 1.07700 1.26454
H 7.37557 -4.66376 4.16162
H 7.47747 -3.59032 5.49649
H 5.49672 -4.66504 2.63984
H 3.25064 -3.83575 2.13879
H 3.49403 -1.15057 5.50772
H 5.73958 -1.99250 6.01261
H 3.53758 3.40440 2.58846
H 1.76710 3.12372 0.64576
*
```

=====

[3]
Entry from the OMol25 dataset: 8 unconnected molecules or ions with the total composition C12H9Cl28FN in a non-equilibrium geometry (the ωB97M-V functional and the def2-TZVPD basis).

Summary:
Max |F| ... 0.02985 Eh/bohr
Kohn-Sham gap ... 9.58 eV
HOMO level ... -12.57 eV

The geometry in ORCA input format:
```
! RIJCOSX wB97M-V def2-TZVPD def2/J DEFGRID3
* xyz 1 1
C 4.24045 1.76331 -0.19765
C 3.94207 2.91095 -0.00606
C 3.26080 4.13169 0.30483
N 1.84300 4.08555 -0.20119
C 0.83642 3.65888 0.82031
C 1.26074 2.45363 1.62016
F 0.29809 2.26722 2.54626
H 4.39925 0.75080 -0.45363
H 3.76885 4.93643 -0.20625
H 3.26875 4.33641 1.36026
H 1.59981 5.00959 -0.54612
H 1.79476 3.43831 -0.99243
H -0.07202 3.41643 0.29000
H 0.58285 4.47855 1.47165
H 1.38590 1.56772 1.01616
H 2.18856 2.60304 2.15450
C 0.89904 6.18434 4.15800
Cl -0.09030 4.76991 4.50357
Cl 1.20157 7.08736 5.63180
Cl 2.45276 5.65456 3.46570
Cl 0.07388 7.21216 2.97833
C 4.35819 -1.80105 -2.63495
Cl 2.94061 -2.84504 -2.63508
Cl 5.62282 -2.52859 -3.61670
Cl 3.94773 -0.20912 -3.29676
Cl 4.96114 -1.56344 -0.98257
C 1.05236 -5.77283 -4.84711
Cl 0.03253 -7.18297 -5.16840
Cl 0.65517 -5.05248 -3.27807
Cl 2.74042 -6.28174 -4.81544
Cl 0.82352 -4.57752 -6.12458
C -4.06079 -6.08155 -3.22856
Cl -5.33839 -7.28941 -3.36810
Cl -2.57546 -6.69410 -3.96409
Cl -4.55627 -4.59949 -4.05504
Cl -3.77682 -5.71612 -1.52029
C -0.41810 2.22179 -3.31260
Cl -0.44612 1.65897 -4.97443
Cl 1.10981 1.71536 -2.55031
Cl -0.51744 3.99163 -3.27594
Cl -1.76137 1.53236 -2.41102
C -4.73769 -2.17269 1.27084
Cl -3.56240 -0.89312 0.92295
Cl -4.52850 -3.48727 0.10812
Cl -4.47974 -2.77624 2.90862
Cl -6.37053 -1.51556 1.13093
C -4.04470 -3.16176 7.11832
Cl -5.67143 -2.94590 7.76445
Cl -4.11331 -4.19456 5.68439
Cl -3.37381 -1.58795 6.67004
Cl -3.01717 -3.91607 8.33681
*
```

=====

[4]
Entry from the OMol25 dataset: 5 unconnected molecules or ions with the total composition C10H29N9O9 in a non-equilibrium geometry (the ωB97M-V functional and the def2-TZVPD basis).

Summary:
Max |F| ... 0.18425 Eh/bohr
Kohn-Sham gap ... 8.36 eV
Relative energy (zero: lowest compared OMol25 entry of this formula, charge and spin) ... 111.5 kcal/mol
HOMO level ... -8.79 eV
SMILES ... C[C@@H](O)COOC(=O)OCCN.NC(N)=O.NC(N)=O.NC(N)=O.NC(N)=O

The geometry in ORCA input format:
```
! RIJCOSX wB97M-V def2-TZVPD def2/J DEFGRID3
* xyz 0 1
C -4.32467 -2.15871 -1.32229
C -3.45303 -3.10653 -2.38937
O -3.20844 -2.24048 -3.56877
C -2.04760 -3.47229 -1.55928
O -0.98229 -2.48518 -1.87990
O -0.14147 -2.39173 -0.87962
C 0.60435 -1.09754 -0.94026
O 1.68254 -1.02944 -1.75737
O 0.17522 0.11604 -0.18744
C -0.73837 0.84910 -1.10812
C -0.76425 2.46763 -0.84711
N -1.29099 3.12738 -2.13075
H -3.56558 -1.28831 -1.01954
H -5.16898 -1.63908 -1.94888
H -4.71148 -2.76493 -0.39470
H -4.02940 -4.08580 -2.67266
H -2.42181 -2.55741 -4.10367
H -2.29007 -3.52776 -0.39826
H -1.72007 -4.57517 -1.86060
H -0.31242 0.63596 -2.20235
H -1.82888 0.40026 -0.98264
H 0.30989 2.94450 -0.67020
H -1.48091 2.81177 0.02945
H -2.32223 3.28455 -2.07334
H -1.12300 2.51904 -2.96351
N 1.44939 -3.69276 1.73564
C 2.78500 -3.67495 1.89528
N 3.47330 -3.29637 0.80324
O 3.32833 -3.97776 2.94581
H 0.98369 -3.44673 0.87849
H 0.89385 -3.97204 2.53359
H 4.48161 -3.26945 0.88077
H 3.04372 -3.04331 -0.07059
N -3.39566 1.21718 1.26479
C -4.38501 1.78341 0.55048
N -5.37781 2.30950 1.29022
O -4.38214 1.81713 -0.66992
H -3.38029 1.17974 2.27001
H -2.62867 0.80924 0.74647
H -6.14241 2.74550 0.79150
H -5.39784 2.29151 2.29592
N 7.49482 -0.54653 1.32559
C 6.65509 -1.17454 0.48291
N 5.86347 -0.35441 -0.23149
O 6.61469 -2.38998 0.37520
H 7.54273 0.45312 1.42815
H 8.10826 -1.12717 1.88226
H 5.21635 -0.78667 -0.87789
H 5.88222 0.64869 -0.15668
N 1.06566 5.96588 1.91949
C 0.62620 4.78403 1.45070
N 0.68522 3.77427 2.33756
O 0.20780 4.63956 0.31290
H 1.41366 6.10448 2.85319
H 1.03828 6.75241 1.28390
H 0.36395 2.86736 2.02494
H 1.02650 3.87374 3.27873
*
```

=====

[5]
Entry from the OMol25 dataset: a single C6H12N2O molecule in a non-equilibrium geometry (the ωB97M-V functional and the def2-TZVPD basis).

Summary:
Max |F| ... 0.04838 Eh/bohr
Kohn-Sham gap ... 8.93 eV
Relative energy (zero: lowest compared OMol25 entry of this formula, charge and spin) ... 41.2 kcal/mol
HOMO level ... -8.13 eV
SMILES ... [H]/N=C(C)\C(N)=C(\C)OC

The geometry in ORCA input format:
```
! RIJCOSX wB97M-V def2-TZVPD def2/J DEFGRID3
* xyz 0 1
H -0.61436 2.38537 1.31123
N -1.30846 2.24179 0.56534
C -0.88669 1.28300 -0.20624
C -1.71644 0.89989 -1.40498
C 0.55940 0.78353 -0.08015
N 1.46929 1.74658 0.32514
C 0.71548 -0.54851 -0.07643
C 1.98084 -1.33182 0.06736
O -0.46900 -1.32449 -0.32266
C -0.99532 -1.89390 0.87424
H -2.52768 0.24317 -1.08040
H -2.15980 1.79748 -1.84577
H -1.12074 0.39297 -2.16726
H 1.19281 2.67242 -0.00304
H 2.43640 1.47659 0.18271
H 2.06440 -2.05825 -0.74820
H 1.98953 -1.88145 1.01368
H 2.86856 -0.69411 0.04522
H -1.77126 -2.60795 0.58316
H -0.25290 -2.45059 1.45472
H -1.45406 -1.13172 1.51235
*
```

=====

[6]
Entry from the OMol25 dataset: a molecular structure, C18H48ClO2P2Si4TeV in a non-equilibrium geometry (the ωB97M-V functional and the def2-TZVPD basis).

Summary:
Max |F| ... 0.12626 Eh/bohr
Kohn-Sham gap (alpha / beta) ... 6.80 / 5.68 eV
HOMO level (alpha / beta) ... -13.45 / -13.51 eV

The geometry in ORCA input format:
```
! RIJCOSX wB97M-V def2-TZVPD def2/J DEFGRID3
* xyz 2 3
C 0.54104 -0.08544 -8.39772
C 0.79589 0.18396 -6.93257
H 1.55801 -0.10484 -8.83403
H -0.04802 0.71655 -8.89701
H 0.04612 -1.05943 -8.58123
O 1.77076 0.67482 -6.41933
Cl -0.67205 -0.32866 -5.77309
V 0.23926 0.01708 -3.12012
P 0.01497 2.34078 -2.64220
C 1.31759 3.35948 -1.91111
C 0.09747 2.63635 -4.42864
H 0.03035 3.71232 -4.63197
H -1.51152 4.21959 -2.36681
H -0.73940 2.11879 -4.91899
H -2.36412 2.68525 -2.69641
H 2.29229 2.98645 -2.25298
H 1.01486 2.22333 -4.87310
C -1.54484 3.14687 -2.13851
H 1.18476 4.40624 -2.22684
H -1.72698 2.95531 -1.07562
H 1.28614 3.28727 -0.81585
P 0.20894 -2.26862 -2.38469
C 1.59607 -3.00340 -1.49448
C -1.23960 -3.15479 -1.72741
H -0.43978 -2.24912 -4.72677
H 0.21280 -3.83705 -4.17716
H 1.31198 -2.45593 -4.52363
C 0.33248 -2.74969 -4.11832
H -2.11299 -2.86052 -2.31460
H -1.07430 -4.23486 -1.82496
H 1.49265 -4.09851 -1.54613
H 1.60209 -2.66919 -0.44698
H -1.43158 -2.85512 -0.68813
H 2.53641 -2.68824 -1.96405
C 1.83083 0.14309 -2.12184
O 2.64980 0.22380 -1.24121
C 2.96810 -0.54184 2.39250
Si 1.61864 0.73012 2.72384
C 1.75412 1.21782 4.55150
C 2.08136 2.25964 1.72356
Si -0.45515 -0.03720 2.01877
Te -0.84057 0.09710 -0.71966
Si -0.56543 -2.10779 3.05979
C 0.03789 -2.15097 4.85561
C -2.35093 -2.71277 3.02690
C 0.46404 -3.36828 2.10758
Si -1.95227 1.25879 3.25580
C -1.89894 1.08365 5.14307
C -1.63554 3.06312 2.80354
C -3.71242 0.82686 2.73731
H 3.90241 -0.07651 2.73990
H 3.06554 -0.75382 1.31934
H 2.83404 -1.49302 2.92089
H 2.79744 1.52812 4.70000
H 1.11631 2.06909 4.81195
H 1.53709 0.40799 5.25548
H 2.34011 2.00362 0.69211
H 1.29419 3.01601 1.70197
H 2.97009 2.67953 2.20702
H -0.54256 -1.51769 5.53478
H -0.07311 -3.19502 5.18388
H 1.09431 -1.88148 4.96659
H -2.76253 -2.70154 2.01025
H -2.33306 -3.75235 3.38519
H -3.02018 -2.12987 3.66932
H 0.09840 -3.52286 1.08492
H 1.52901 -3.11652 2.05077
H 0.35934 -4.31940 2.64993
H -0.93667 1.35755 5.58919
H -2.66497 1.76799 5.53753
H -2.15320 0.07309 5.48385
H -1.73025 3.22379 1.72311
H -2.41399 3.65437 3.30543
H -0.65422 3.43364 3.12051
H -3.84369 0.96606 1.65859
H -4.00433 -0.19820 2.98743
H -4.37680 1.52528 3.26449
*
```